This record from the OMol25 dataset describes a single C5H9Cl3O molecule in a non-equilibrium geometry. The level of theory is ωB97M-V with the def2-TZVPD basis set.

Geometry as XYZ:
```
18
C5H9Cl3O ωB97M-V with the def2-TZVPD basis set
C -1.32 0.69 0.05
C -0.29 1.66 -0.53
C -2.34 1.73 -0.41
C 2.31 -1.61 0.78
C 1.11 -1.69 -0.14
H -1.38 -0.26 -0.49
H 0.22 2.26 0.23
H 0.44 1.25 -1.24
H -3.17 1.37 -1.03
H -2.72 2.35 0.41
H 2.37 -2.51 1.41
H 3.23 -1.54 0.18
H 2.22 -0.73 1.42
H 1.03 -0.81 -0.78
O -1.33 2.40 -1.19
Cl -1.23 0.32 1.78
Cl 1.25 -3.09 -1.24
Cl -0.40 -1.78 0.79
```

F_max   4.55 eV/Å
Orbital gap   10.0 eV
Relative energy (zero: lowest compared OMol25 entry of this formula, charge and spin)   195.8 kJ/mol
Multiplicity   1
Highest occupied orbital energy   -9.27 eV
Charge   0
LUMO level   0.7126 eV

=====

This record from the OMol25 dataset describes 2 unconnected molecules or ions with the total composition C3H8N2 in a non-equilibrium geometry. The level of theory is ωB97M-V with the def2-TZVPD basis set.

Geometry as XYZ:
```
13
C3H8N2 ωB97M-V with the def2-TZVPD basis set
C -1.09 1.29 1.38
N -0.45 0.43 2.04
H -1.19 1.19 0.30
H -1.62 2.16 1.75
H -0.48 0.51 3.05
C 1.44 0.08 -1.23
C 0.60 -0.97 -1.54
N -0.13 -1.51 -0.57
H 1.52 0.36 -0.18
H 2.10 0.71 -1.81
H 0.46 -1.33 -2.55
H -0.21 -0.94 0.29
H -0.95 -1.99 -0.93
```

F_max   2.20 eV/Å
Orbital gap (spin up / spin down)   10.4 / 6.8 eV
Relative energy (zero: lowest compared OMol25 entry of this formula, charge and spin)   177.4 kJ/mol
Multiplicity   2
Highest occupied orbital energy (spin up / spin down)   -14.40 / -14.40 eV
<S²>   0.77
Charge   +1
LUMO level (spin up / spin down)   -3.9511 / -7.5709 eV